Arrangement a

Below is a 2-piece molecular cluster, C3H4F2O overall, with properties calculated with ωB97M-V with the def2-TZVPD basis set.

Positions of all 10 atoms, in Å:
F (1.2518, -0.3945, 1.3795)
F (-0.8292, -0.5842, 1.9480)
O (-0.3293, 1.7800, 1.1970)
C (0.4374, -0.4226, -1.3681)
C (-0.0161, -0.2875, 1.0002)
C (-0.4493, -0.4552, -0.3360)
H (1.4346, -0.1935, -1.3907)
H (-1.3244, -0.9887, -0.4881)
H (-0.0389, -0.6888, -2.2720)
H (-0.1367, 2.2348, 0.3303)

Charge: 0
Spin multiplicity: 1
HOMO in Eh: -0.3482
Orbital gap in hartree: 0.321



Arrangement b

Below is one molecule with the formula C3H4F2O, with properties calculated with ωB97M-V with the def2-TZVPD basis set.

Positions of all 10 atoms, in Å:
F (1.7736, -0.9703, -0.0502)
F (-2.2052, -0.6343, -0.5351)
O (-0.5358, 1.7148, -0.0265)
C (1.3165, 0.3312, -0.3325)
C (-0.1114, 0.5870, 0.0437)
C (-1.1385, -0.5511, 0.3791)
H (1.8108, 1.0728, 0.2045)
H (-1.6368, -0.3935, 1.3460)
H (-0.6523, -1.5389, 0.3950)
H (1.3790, 0.3822, -1.4239)

Charge: 0
Spin multiplicity: 1
HOMO in Eh: -0.3862
SMILES: O=C(CF)CF
Orbital gap in hartree: 0.395



Energies, relative to the best one, in kcal/mol: arrangement a 57.0; arrangement b 0.0.



Arrangement a

Below is one molecule with the formula C3H4F2O, with properties calculated with ωB97M-V with the def2-TZVPD basis set.

Positions of all 10 atoms, in Å:
F (3.4743, 0.4491, -0.6316)
F (2.6089, -1.2406, 0.5759)
O (1.7244, 0.9552, 0.7207)
C (-0.2385, -0.4686, -0.0966)
C (2.4336, 0.0631, 0.0598)
C (0.9836, 0.4132, -0.3114)
H (0.0445, -1.5774, -0.3944)
H (-1.0226, 0.0045, -0.6492)
H (0.9004, 1.0667, -1.1176)
H (-0.3830, -0.5536, 0.9578)

Charge: 0
Spin multiplicity: 1
HOMO in Eh: -0.3875
SMILES: C[C@H]1OC1(F)F
Orbital gap in hartree: 0.423



Arrangement b

Below is one molecule with the formula C3H4F2O, with properties calculated with ωB97M-V with the def2-TZVPD basis set.

Positions of all 10 atoms, in Å:
F (-1.1588, -0.5047, 0.5157)
F (-1.6201, 1.1164, -1.1128)
O (1.5968, -0.2489, 0.0688)
C (0.6109, 0.5131, -0.5716)
C (-0.6480, 0.4941, -0.3033)
C (1.3056, -1.1327, 1.2079)
H (2.2043, -1.7886, 1.4342)
H (0.9457, -0.3115, 2.0142)
H (1.0086, 1.1431, -1.4698)
H (0.4667, -1.8035, 0.8474)

Charge: 0
Spin multiplicity: 1
HOMO in Eh: -0.3431
SMILES: COC=C(F)F
Orbital gap in hartree: 0.374



Energies, relative to the best one, in kcal/mol: arrangement a 0.0; arrangement b 23.8.



Arrangement a

Below is a 3-piece molecular cluster, C5H12N2 overall, with properties calculated with ωB97M-V with the def2-TZVPD basis set.

Positions of all 19 atoms, in Å:
N (0.3971, 0.4529, 2.3271)
N (-1.0352, -0.7343, 0.3108)
C (1.4747, 0.2413, -0.6175)
C (-0.6994, -2.1468, 0.2179)
C (1.1827, 1.0284, 1.6757)
C (-1.1275, 1.5001, -0.6315)
C (-0.6024, 0.0935, -0.6710)
H (0.3820, -2.3091, 0.2940)
H (-0.6072, 2.1235, -1.3565)
H (-0.6404, -0.3622, -1.6589)
H (1.6991, 1.1853, -1.1134)
H (-2.1933, 1.4984, -0.8755)
H (2.0221, 1.6861, 1.5545)
H (-1.0492, -2.5418, -0.7364)
H (2.3117, -0.0700, 0.0055)
H (-1.0182, 1.9367, 0.3593)
H (1.5046, -0.5442, -1.3694)
H (-1.1962, -2.6832, 1.0241)
H (-0.8052, -0.3546, 1.2610)

Charge: 0
Spin multiplicity: 1
HOMO in Eh: -0.2908
Orbital gap in hartree: 0.328



Arrangement b

Below is one molecule with the formula C5H12N2, with properties calculated with ωB97M-V with the def2-TZVPD basis set.

Positions of all 19 atoms, in Å:
N (0.0562, -0.5619, -0.8613)
N (0.6775, -2.7493, 0.0141)
C (-0.9920, 2.0243, 0.1370)
C (-1.7189, 2.3092, 1.2079)
C (0.6733, -1.8263, -1.1439)
C (0.6714, 0.1578, 0.2726)
C (0.4516, 1.6495, 0.1409)
H (0.9694, 2.2092, 0.9248)
H (-1.5466, 1.7665, -0.7622)
H (-0.9287, -0.7003, -0.6642)
H (-0.2771, -3.0080, 0.2426)
H (0.1994, -2.3153, -2.0005)
H (-2.7990, 2.2418, 1.1733)
H (1.1601, -3.6127, -0.2116)
H (0.9887, 1.9350, -0.7634)
H (0.2586, -0.2258, 1.2145)
H (-1.2682, 2.5160, 2.1716)
H (1.7200, -1.6291, -1.3976)
H (1.7043, -0.1806, 0.3056)

Charge: 0
Spin multiplicity: 1
HOMO in Eh: -0.3316
SMILES: C=CCCNCN
Orbital gap in hartree: 0.372



Arrangement c

Below is one molecule with the formula C5H12N2, with properties calculated with ωB97M-V with the def2-TZVPD basis set.

Positions of all 19 atoms, in Å:
N (-0.6792, -1.0713, 0.9139)
N (0.3319, -0.3784, 0.1612)
C (-0.5520, -1.4333, 2.3016)
C (1.0102, 0.6228, -1.8116)
C (-0.1694, 0.6385, -0.7495)
C (-0.2662, -1.8386, -0.2141)
C (-0.2500, 1.9561, 0.0146)
H (-0.8091, -2.0416, -1.0740)
H (1.5336, -0.3960, -1.8726)
H (0.4640, -1.8192, 2.3512)
H (-0.8931, 2.5322, -0.4609)
H (-1.2588, 0.4186, -1.0298)
H (-0.6267, -0.5678, 2.8675)
H (0.7003, 0.8511, -2.8625)
H (0.6896, 2.3056, 0.0707)
H (1.8247, 1.4049, -1.7343)
H (-1.1197, -2.3307, 2.5205)
H (0.5320, -2.7242, -0.1161)
H (-0.6076, 1.5515, 0.9668)

Charge: 0
Spin multiplicity: 1
HOMO in Eh: -0.3107
SMILES: CC(C)N1CN1C
Orbital gap in hartree: 0.354



Arrangement d

Below is a 3-piece molecular cluster, C5H12N2 overall, with properties calculated with ωB97M-V with the def2-TZVPD basis set.

Positions of all 19 atoms, in Å:
N (0.0890, 1.9916, 1.3070)
N (2.1498, -1.1062, 0.6856)
C (-0.4184, -0.7784, -1.5256)
C (2.5995, -0.0017, 0.3911)
C (-2.0192, -0.1237, 0.3239)
C (0.2094, 1.3118, 0.2651)
C (-0.6004, -0.5504, -0.0363)
H (0.5860, -1.1323, -1.7639)
H (0.3114, 1.4965, 2.1723)
H (-1.1294, -1.5238, -1.9002)
H (3.6188, 0.3396, 0.5213)
H (1.0489, -1.0751, 0.5105)
H (1.7361, 0.8002, 0.0767)
H (-0.5834, 0.1417, -2.0927)
H (-2.7305, -0.9076, 0.0432)
H (-2.3023, 0.8018, -0.1774)
H (0.0235, 1.7874, -0.7010)
H (-0.4692, -1.4974, 0.5012)
H (-2.1198, 0.0259, 1.3991)

Charge: 0
Spin multiplicity: 1
HOMO in Eh: -0.3281
Orbital gap in hartree: 0.349



Energies, relative to the best one, in kcal/mol: arrangement a 55.3; arrangement b 0.0; arrangement c 72.5; arrangement d 83.8.



Arrangement a

Below is a 2-piece molecular cluster, C5H12N2 overall, with properties calculated with ωB97M-V with the def2-TZVPD basis set.

Positions of all 19 atoms, in Å:
N (-0.9908, -0.8750, 2.5517)
N (0.1950, 1.3293, 0.0002)
C (0.9671, 1.2755, -1.3718)
C (-0.1754, -0.7175, -1.0094)
C (1.1148, -0.2198, -1.6242)
C (-0.1793, -0.0682, 0.3859)
C (-1.3941, -0.0639, 1.3823)
H (0.2298, 1.6937, -1.9616)
H (-2.2808, -0.4799, 0.8588)
H (1.9027, 1.8763, -1.4288)
H (-1.0822, -0.2414, 3.3336)
H (1.3423, -0.5902, -2.6029)
H (0.8193, 1.7289, 0.6681)
H (-0.3137, -2.1314, 1.5953)
H (-1.5249, 0.9817, 1.6350)
H (0.6468, -0.4912, 0.9578)
H (-0.1028, -1.8269, -0.8339)
H (-1.0692, -0.5267, -1.5165)
H (1.8954, -0.6534, -1.0196)

Charge: 0
Spin multiplicity: 1
HOMO in Eh: -0.3048
Orbital gap in hartree: 0.265



Arrangement b

Below is one molecule with the formula C5H12N2, with properties calculated with ωB97M-V with the def2-TZVPD basis set.

Positions of all 19 atoms, in Å:
N (-1.7103, 0.9702, -0.6504)
N (0.3803, -0.5693, -1.8860)
C (-0.6332, 0.1448, 2.1536)
C (1.2671, -0.6507, 0.5461)
C (-0.4464, 1.3263, -0.0213)
C (0.0158, 0.3034, 0.7512)
C (1.1843, -1.3654, -0.8408)
H (-0.1167, 2.4013, -0.0370)
H (-1.4559, -0.5356, 2.0099)
H (2.2673, -1.5013, -1.1765)
H (1.2032, -1.4527, 1.2630)
H (2.2710, -0.2090, 0.6356)
H (-1.9438, -0.0082, -0.3434)
H (0.6532, -2.4163, -0.7250)
H (0.5221, 0.4872, -1.7972)
H (-2.2091, 1.6631, -0.0639)
H (0.7609, -0.7401, -2.7841)
H (0.1850, -0.1194, 2.8779)
H (-1.1531, 1.0742, 2.3619)

Charge: 0
Spin multiplicity: 1
HOMO in Eh: -0.2417
SMILES: C/C(=C\N)CCN
Orbital gap in hartree: 0.256



Energies, relative to the best one, in kcal/mol: arrangement a 17.7; arrangement b 0.0.



Arrangement a

Below is an isolated ion of composition C6H11N and charge +1, with properties calculated with ωB97M-V with the def2-TZVPD basis set.

Positions of all 18 atoms, in Å:
N (1.1709, -0.4865, 0.3191)
C (-0.7945, 0.9209, 0.5994)
C (1.6605, -1.7394, -0.2322)
C (0.0077, 0.0664, -0.1695)
C (-0.4749, 1.4458, 1.9524)
C (-1.2884, 0.4326, -2.1273)
C (-0.4579, -0.4494, -1.4715)
H (0.5858, 1.5680, 2.1852)
H (1.2069, -0.2379, 1.3018)
H (0.8728, -2.4841, -0.2639)
H (-1.6278, 1.4011, 0.1108)
H (-2.2838, 0.2493, -2.5167)
H (-0.9939, 1.4644, -2.1877)
H (-0.8170, 0.7200, 2.7065)
H (-0.3389, -1.5013, -1.6289)
H (2.2113, -1.5155, -1.1356)
H (2.3430, -2.2517, 0.4731)
H (-0.9818, 2.3973, 2.0849)

Charge: +1
Spin multiplicity: 2
HOMO (spin up / spin down) in Eh: -0.5037 / -0.5067
⟨S²⟩: 0.77
Orbital gap (spin up / spin down) in hartree: 0.335 / 0.256



Arrangement b

Below is an isolated ion of composition C6H11N and charge +1, with properties calculated with ωB97M-V with the def2-TZVPD basis set.

Positions of all 18 atoms, in Å:
N (0.6998, -1.4201, 1.5036)
C (-1.1852, 1.4033, -1.9756)
C (-0.5764, 1.1709, -0.7978)
C (1.4530, 0.8973, 1.2941)
C (-0.8580, -1.3758, -0.8641)
C (0.5601, -0.2280, 0.8606)
C (-0.2023, -0.1456, -0.3322)
H (0.9795, 1.5151, 2.0641)
H (2.3527, 0.4502, 1.6995)
H (-1.3979, -1.8247, -0.0313)
H (-1.4508, 0.6132, -2.6674)
H (-1.4370, 2.3999, -2.3235)
H (1.6642, 1.5570, 0.4554)
H (-0.2152, -2.1547, -1.2888)
H (0.1686, -1.6377, 2.3341)
H (-1.4455, -1.2075, -1.7544)
H (0.5958, -2.1770, 0.8303)
H (-0.3849, 1.9622, -0.0845)

Charge: +1
Spin multiplicity: 2
HOMO (spin up / spin down) in Eh: -0.4997 / -0.5541
⟨S²⟩: 0.78
Orbital gap (spin up / spin down) in hartree: 0.333 / 0.296



Arrangement c

Below is an isolated ion of composition C6H11N and charge +1, with properties calculated with ωB97M-V with the def2-TZVPD basis set.

Positions of all 18 atoms, in Å:
N (-0.8681, -1.5943, 0.3786)
C (0.4602, 1.6778, -0.8228)
C (1.0992, -0.2933, 1.1672)
C (-2.0151, 0.6231, -0.9549)
C (-0.5671, 0.6347, -0.4311)
C (1.9479, -1.4014, 1.4775)
C (-0.2201, -0.2837, 0.5602)
H (-2.1034, 1.3705, -1.6887)
H (0.4797, 2.4337, -0.0832)
H (1.5426, 0.6465, 1.4937)
H (-0.2450, -2.3455, 0.1280)
H (1.7670, -2.4377, 1.1766)
H (-2.0826, -0.3479, -1.3850)
H (0.4222, 2.0992, -1.8214)
H (1.4576, 1.2261, -0.7404)
H (-2.5891, 0.8026, -0.1326)
H (-1.2845, -1.5195, -0.5020)
H (2.7985, -1.2908, 2.1801)

Charge: +1
Spin multiplicity: 2
HOMO (spin up / spin down) in Eh: -0.5079 / -0.5343
⟨S²⟩: 0.78
Orbital gap (spin up / spin down) in hartree: 0.318 / 0.272



Energies, relative to the best one, in kcal/mol: arrangement a 24.3; arrangement b 0.0; arrangement c 32.3.



Arrangement a

Below is an isolated ion of composition C6H11N and charge +1, with properties calculated with ωB97M-V with the def2-TZVPD basis set.

Positions of all 18 atoms, in Å:
N (-1.1433, 1.5788, -1.7886)
C (-0.3528, -0.1516, -0.3506)
C (0.1486, -0.1788, 2.1755)
C (-0.5265, -0.8414, 0.9576)
C (-1.3506, 0.6962, -0.8394)
C (0.8261, -0.2840, -1.1322)
C (2.0518, -0.6194, -0.5951)
H (-0.1789, 1.8248, -1.9630)
H (-1.6048, -0.9121, 1.1333)
H (-0.4858, 0.5881, 2.6160)
H (-2.3969, 0.5651, -0.5846)
H (0.6245, -0.2205, -2.1933)
H (0.4922, -0.8633, 2.9403)
H (-1.8440, 1.7459, -2.4954)
H (2.1145, -1.2944, 0.2486)
H (2.9385, -0.0561, -0.8570)
H (1.0288, 0.3416, 1.7883)
H (-0.3413, -1.9189, 0.9397)

Charge: +1
Spin multiplicity: 2
HOMO (spin up / spin down) in Eh: -0.4810 / -0.5335
⟨S²⟩: 0.81
Orbital gap (spin up / spin down) in hartree: 0.301 / 0.300



Arrangement b

Below is an isolated ion of composition C6H11N and charge +1, with properties calculated with ωB97M-V with the def2-TZVPD basis set.

Positions of all 18 atoms, in Å:
N (-0.7639, 0.4946, -2.0754)
C (-0.8527, 0.2555, -0.7004)
C (1.3883, 0.1089, 0.6087)
C (-1.9360, 0.7805, 0.0226)
C (0.1270, -0.6174, -0.0055)
C (-0.6114, -0.5926, -2.7432)
C (1.2056, 0.4237, 2.0907)
H (-1.9882, 0.3533, 1.0315)
H (0.2247, 0.8709, 2.2348)
H (1.1674, -0.4893, 2.6954)
H (0.4750, -1.5762, -0.4219)
H (2.2855, -0.4790, 0.3749)
H (2.0194, 1.1084, 2.3616)
H (1.5437, 1.1043, 0.1497)
H (-2.6387, 1.5583, -0.2367)
H (-1.1047, -0.6825, -3.7238)
H (-0.1346, -1.5590, -2.4919)
H (-0.4062, -1.0623, 0.8290)

Charge: +1
Spin multiplicity: 2
HOMO (spin up / spin down) in Eh: -0.5592 / -0.5581
⟨S²⟩: 0.76
Orbital gap (spin up / spin down) in hartree: 0.370 / 0.252



Energies, relative to the best one, in kcal/mol: arrangement a 0.0; arrangement b 43.5.